Molecular formula: C6H28BF4O8
Method: DFT, ωB97M-V with the def2-TZVPD basis set

```
47
C6H28BF4O8 (ωB97M-V with the def2-TZVPD basis set)
F 0.65 -0.58 1.03
F -0.21 1.07 -0.32
F -1.49 0.28 1.38
F -1.08 -1.07 -0.37
O -0.04 3.66 -1.03
O 1.96 2.02 1.34
O 1.83 -2.45 2.44
O -3.42 2.16 1.13
O -1.52 -3.93 -0.73
O 0.85 -0.53 -2.48
O 1.57 -4.22 0.27
O 0.94 0.23 3.55
C 2.09 0.17 -2.47
C -4.00 1.67 -0.06
C 3.08 2.74 0.92
C -2.81 -3.80 -0.21
C 1.96 -3.17 -0.63
C -1.32 4.30 -1.00
B -0.52 -0.06 0.44
H -3.39 -3.05 -0.77
H 3.89 2.10 0.53
H 3.47 3.40 1.69
H -3.76 2.35 -0.88
H 1.98 -3.29 2.00
H -1.20 5.38 -0.90
H 2.77 3.39 0.08
H -2.81 -3.44 0.82
H -1.96 3.93 -0.20
H -5.06 1.43 0.04
H -0.14 2.79 -0.62
H 0.45 -0.06 2.78
H 1.90 1.23 -2.64
H -3.57 0.67 -0.24
H -1.04 -3.10 -0.69
H -2.69 1.59 1.39
H 2.34 -2.32 -0.08
H 2.80 -0.23 -3.20
H 2.81 -3.58 -1.17
H -1.81 4.13 -1.96
H 2.48 0.11 -1.45
H 1.38 1.03 3.27
H 1.59 -5.07 -0.18
H -3.28 -4.78 -0.18
H 1.21 -2.86 -1.35
H 0.37 -0.23 -1.69
H 1.40 -1.89 1.77
H 1.36 1.87 0.61
```

The multiplicity is 1. The energy above the lowest of the compared OMol25 structures with the same formula, charge and spin is 48.7 kcal per mole. The calculation puts the HOMO-LUMO gap at 10.24 eV. Its net charge is -1. The value obtained for the HOMO energy is -7.20 eV. The calculated total energy comes out at -1271.87183 Eh.



Molecular formula: C14H23N4O
Method: DFT, ωB97M-V with the def2-TZVPD basis set

```
42
C14H23N4O (ωB97M-V with the def2-TZVPD basis set)
O 3.99 0.78 3.53
N -0.87 -2.03 0.08
N 4.92 -2.43 -0.84
N -2.91 2.23 -1.69
N -5.04 2.47 -1.95
C 4.20 -1.42 2.63
C -3.98 2.89 -1.27
C 2.93 -2.28 2.83
C -3.29 1.35 -2.68
C 3.86 -2.41 -0.39
C -1.53 2.44 -1.21
C -0.89 1.15 -0.75
C 0.13 -2.41 -0.35
C 3.91 0.05 2.30
C 1.50 -2.71 -0.80
C -6.40 2.97 -1.79
C 2.42 -3.01 1.57
C 2.54 -2.24 0.25
C -4.63 1.50 -2.84
H -1.44 0.71 0.09
H 3.19 -3.05 3.56
H 0.13 1.33 -0.43
H 4.64 0.43 1.58
H -7.05 2.46 -2.50
H -1.57 3.17 -0.40
H -5.34 1.02 -3.49
H 2.36 -1.19 0.43
H 1.61 -3.77 -1.04
H -2.57 0.71 -3.15
H 3.56 1.63 3.39
H 4.90 -1.86 1.92
H 2.17 -1.64 3.27
H -3.99 3.65 -0.50
H 2.90 0.18 1.90
H -0.86 0.40 -1.54
H -6.75 2.78 -0.78
H 1.67 -2.15 -1.72
H -0.97 2.89 -2.03
H 2.90 -3.99 1.52
H 4.72 -1.40 3.59
H 1.35 -3.21 1.72
H -6.42 4.04 -2.00
```

The multiplicity is 1. The energy above the lowest of the compared OMol25 structures with the same formula, charge and spin is 0.0 kcal per mole. The calculation puts the HOMO-LUMO gap at 9.32 eV. Its net charge is +1. The value obtained for the HOMO energy is -12.18 eV. The calculated total energy comes out at -841.26800 Eh.



Molecular formula: C2H14NO5
Method: DFT, ωB97M-V with the def2-TZVPD basis set

```
22
C2H14NO5 (ωB97M-V with the def2-TZVPD basis set)
O -0.56 -0.22 1.18
O -1.87 -0.62 -0.94
O 1.04 -4.10 0.27
O 4.27 0.21 2.08
O 1.83 -0.72 1.58
N -0.50 2.41 -1.86
C -2.42 0.69 -1.34
C -1.64 1.92 -1.04
H -1.13 -0.22 1.87
H 1.02 -4.05 1.16
H -1.39 1.71 -0.02
H 1.63 -0.84 0.69
H 0.93 -3.13 0.13
H 3.41 -0.20 2.09
H 4.39 0.02 1.10
H -2.70 0.58 -2.40
H -1.17 -0.66 -0.14
H 0.65 -0.41 1.58
H -0.50 2.04 -2.75
H -2.38 2.72 -1.20
H -3.32 0.75 -0.67
H 0.44 2.14 -1.36
```

The multiplicity is 1. The energy above the lowest of the compared OMol25 structures with the same formula, charge and spin is 50.2 kcal per mole. The calculation puts the HOMO-LUMO gap at 9.27 eV. Its net charge is -1. The value obtained for the HOMO energy is -5.59 eV. The calculated total energy comes out at -515.53226 Eh.